[1]
Computed, not measured: a cluster of 9 separate species, C21H38BrCl24IN3O4P2S in total, with wB97M-V/def2-TZVPD.

Its net charge is +1. The calculation puts the HOMO energy at -11.63 eV. The value obtained for the total energy is -443140.4344 eV. The LUMO energy comes out at -2.5429 eV. As for the multiplicity: 1. The orbital gap is 0.3339 Ha.

Last column: Löwdin charge in e.
Geometry (Å):
C1 1.36513 -0.24598 5.66395  -0.075
C2 1.37101 0.74685 4.50585  -0.248
N1 0.33888 0.37265 3.52070  -0.030
C3 0.27033 1.17392 2.36930  -0.328
O1 -0.83108 2.05657 2.43318  -0.016
C4 -1.67220 2.02152 1.27865  -0.494
C5 -1.30097 3.18221 0.30944  -0.190
S1 -0.39054 4.58845 0.95780  0.692
O2 -1.15054 5.17903 2.02204  -0.328
O3 0.02035 5.32624 -0.20291  -0.321
C6 -3.13437 2.21370 1.72785  -0.649
Br1 -4.24364 1.98059 0.14340  0.839
C7 -3.45113 3.54410 2.39629  -0.296
C8 -4.85092 3.56505 3.00852  -0.098
C9 -1.38863 0.56772 0.73243  -0.393
P1 -2.77277 -0.65810 1.30615  0.519
O4 -2.20154 -1.40084 2.64593  -0.429
I1 -2.60396 -2.34320 -0.44412  0.630
N2 0.07039 0.33871 1.06412  -0.188
C10 1.00049 0.74696 -0.09973  -0.207
N3 1.59413 2.04984 -0.02691  -0.089
C11 2.02308 2.51204 -1.35743  -0.080
P2 0.49078 -1.48595 1.47058  1.029
C12 0.79785 -2.09674 -0.22339  -0.395
C13 2.22607 -1.30416 1.98625  -0.244
H1 1.11078 -1.24646 5.30278  0.076
H2 2.35499 -0.30801 6.11756  0.082
H3 0.64759 0.03174 6.43682  0.079
H4 1.19832 1.76230 4.88238  0.125
H5 2.34078 0.74324 4.00363  0.106
H6 -0.56908 0.35978 3.97322  0.132
H7 1.19029 1.75180 2.28845  0.148
H8 -2.19458 3.67523 -0.08236  0.081
H9 -0.75204 2.81712 -0.55557  0.086
H10 0.69481 4.02330 1.49533  0.063
H11 -3.39466 1.43290 2.44936  0.065
H12 -2.71028 3.69598 3.18609  0.117
H13 -3.35426 4.37054 1.69079  0.102
H14 -4.96736 2.79541 3.77635  0.080
H15 -5.01292 4.52910 3.49489  0.084
H16 -5.63082 3.45476 2.25332  0.057
H17 -1.55318 0.58178 -0.34683  0.080
H18 -2.72864 -1.11265 3.39994  0.057
H19 0.37174 0.68192 -0.98866  0.133
H20 1.75927 -0.02569 -0.18727  0.073
H21 2.42060 1.99616 0.56531  0.096
H22 2.65853 1.78663 -1.87132  0.061
H23 1.14148 2.71835 -1.96924  0.091
H24 2.56614 3.44712 -1.24266  0.061
H25 0.20466 -1.64928 -1.01717  -0.002
H26 0.61901 -3.17359 -0.16980  -0.013
H27 1.84639 -1.97294 -0.51814  0.026
H28 2.27504 -1.33110 3.06967  0.025
H29 2.76973 -0.44054 1.59588  0.051
H30 2.71954 -2.19060 1.57328  0.062
C14 2.45616 -4.77891 -2.93406  -1.516
Cl1 3.70205 -5.30121 -1.81358  0.528
Cl2 0.85827 -4.85195 -2.16899  0.545
Cl3 2.81339 -3.17360 -3.58875  0.514
H31 2.44244 -5.46484 -3.77135  0.017
C15 5.62771 5.25561 0.37509  -1.539
Cl4 5.24272 4.74446 -1.27390  0.528
Cl5 4.89010 6.79860 0.74404  0.558
Cl6 5.13627 4.01912 1.54460  0.486
H32 6.70242 5.36361 0.44794  0.018
C16 5.83177 0.49135 -1.82303  -1.547
Cl7 7.39390 -0.26646 -2.06517  0.576
Cl8 4.49930 -0.63863 -2.09974  0.498
Cl9 5.66830 1.17899 -0.20619  0.493
H33 5.72573 1.30141 -2.53497  0.013
C17 -4.56707 -5.80584 -0.95334  -1.580
Cl10 -2.97219 -6.27830 -1.56528  0.485
Cl11 -5.80747 -6.14055 -2.14799  0.532
Cl12 -4.90351 -6.59051 0.58663  0.539
H34 -4.55175 -4.73702 -0.78220  -0.061
C18 -5.46916 -4.37105 -6.32132  -1.568
Cl13 -4.32042 -4.91929 -5.10030  0.504
Cl14 -7.12780 -4.59992 -5.76484  0.527
Cl15 -5.17929 -2.69360 -6.76434  0.513
H35 -5.32891 -4.97711 -7.20795  -0.001
C19 1.46883 8.05797 5.24486  -1.571
Cl16 2.54547 7.48706 6.52077  0.519
Cl17 0.61387 9.51233 5.74046  0.538
Cl18 2.35736 8.32376 3.74415  0.511
H36 0.73423 7.28340 5.06037  0.005
C20 4.59938 -9.14284 -0.55571  -1.554
Cl19 5.41828 -7.73983 0.14025  0.503
Cl20 2.86806 -8.84494 -0.71920  0.512
Cl21 5.31534 -9.58347 -2.10107  0.535
H37 4.72988 -9.97210 0.12733  0.012
C21 -5.85251 -2.99520 -11.25211  -1.552
Cl22 -6.05349 -1.24545 -11.25348  0.531
Cl23 -4.14859 -3.43796 -11.34984  0.525
Cl24 -6.60513 -3.71095 -9.82527  0.517
H38 -6.35197 -3.39164 -12.12648  0.012

---

[2]
Computed, not measured: a structure of composition C21H38IrO6P in a non-equilibrium geometry, with wB97M-V/def2-TZVPD.

Its net charge is 0. The calculation puts the HOMO energy (alpha / beta) at -5.49 / -8.18 eV. The value obtained for the total energy is -46802.3397 eV. The LUMO energy (alpha / beta) comes out at -0.2442 / -2.5457 eV. As for the multiplicity: 5. The orbital gap (alpha / beta) is 0.1929 / 0.2072 Ha. The calculation puts the energy above the lowest of the compared OMol25 structures with the same formula, charge and spin at 0.000 eV.

Last column: Mulliken spin population.
Geometry (Å):
Ir1 -2.11955 -1.59358 -0.74116  1.774
C1 -3.76792 -0.60573 -0.83511  0.859
H1 -4.81083 -1.04855 -0.82803  0.041
H2 -3.71899 0.33857 -1.38547  0.056
C2 -3.48435 -3.98961 0.88607  0.054
C3 -3.28713 -4.53496 -0.52293  -0.009
O1 -3.00137 -3.41259 -1.40120  0.002
H3 -3.20106 -2.88630 0.94159  -0.002
H4 -2.74224 -4.50667 1.51723  -0.002
H5 -4.47992 -4.27629 1.27280  0.003
H6 -4.12974 -5.14744 -0.93409  0.001
H7 -2.39104 -5.14184 -0.52163  0.005
H8 -2.21652 -3.60291 -2.03152  0.005
C4 1.02697 4.23124 -0.05862  0.000
C5 1.51613 2.92083 -0.62359  -0.001
C6 2.17290 3.16202 -2.01370  0.000
C7 2.41892 2.18124 0.35948  0.002
O2 0.42686 2.02137 -0.91127  0.017
P1 -0.79963 1.51839 -0.03727  0.045
O3 -0.64595 1.64076 1.44539  0.008
O4 -0.97572 0.01326 -0.41538  0.151
O5 -1.98900 2.50873 -0.69382  -0.004
C8 -2.95952 3.20312 0.04203  -0.024
C9 -2.28363 4.19267 0.93002  0.000
C10 -3.82349 3.83182 -1.03627  0.003
C11 -3.90923 2.30767 0.97054  0.058
H9 1.81950 4.93283 -0.04227  0.000
H10 0.66362 4.13823 0.94478  0.000
H11 0.32249 4.69753 -0.77242  0.000
H12 3.12783 3.72020 -1.92267  0.000
H13 1.48349 3.73446 -2.58652  0.000
H14 2.39704 2.26440 -2.59752  0.000
H15 3.29871 2.72446 0.47684  0.000
H16 2.81305 1.25680 -0.06170  -0.002
H17 1.99253 1.96153 1.35589  0.000
H18 -1.59800 4.90416 0.47301  0.000
H19 -1.74835 3.67329 1.73812  0.000
H20 -3.05230 4.76827 1.44865  0.000
H21 -3.21340 4.41497 -1.70970  0.000
H22 -4.64847 4.39030 -0.62572  0.000
H23 -4.28105 2.96224 -1.57029  -0.002
H24 -3.33277 1.52732 1.43310  -0.016
H25 -4.76414 1.89246 0.42172  -0.012
H26 -4.25472 2.95177 1.81329  0.003
C12 5.72938 -2.42605 1.88699  -0.012
C13 4.36535 -2.48007 1.18934  0.182
C14 4.24946 -2.30776 -0.20059  -0.090
C15 3.06300 -2.34069 -0.92218  0.118
C16 3.12192 -2.02861 -2.38175  -0.002
C17 1.80868 -2.39668 -0.19559  -0.083
C18 0.60677 -2.57748 -0.90070  0.615
O6 -0.52993 -2.90265 -0.37768  0.117
C19 1.93636 -2.51724 1.22024  0.175
C20 0.68641 -2.41001 2.11249  -0.039
C21 3.17258 -2.63137 1.87853  -0.071
H27 5.71867 -2.60896 2.96079  0.000
H28 6.10171 -1.42033 1.66225  0.012
H29 6.52346 -3.05612 1.47319  0.009
H30 5.20967 -2.16958 -0.75505  -0.001
H31 4.01238 -1.41953 -2.61988  0.003
H32 2.23156 -1.48743 -2.71398  0.004
H33 3.13342 -2.87914 -2.99290  0.004
H34 0.65873 -2.44314 -1.99175  0.008
H35 0.08286 -3.30569 2.27108  0.013
H36 0.02346 -1.67314 1.69418  0.022
H37 1.00938 -2.01721 3.10823  0.004
H38 3.23473 -2.74157 3.00403  -0.001